Here is a single C6H13N molecule from the OMol25 dataset. Energies are from ωB97M-V/def2-TZVPD.

Geometry as XYZ:
```
20
Properties=species:S:1:pos:R:3:mulliken_charge:R:1
C -0.92 2.88 0.56 -1.12
C -0.55 1.42 0.26 -0.44
C 0.60 0.81 -0.70 -0.84
C 0.54 -0.67 -0.39 0.86
C 1.52 -1.14 0.66 -1.38
N -0.38 -1.35 -0.95 -0.49
C -0.62 -2.73 -0.57 -0.82
H -1.90 3.04 0.09 0.27
H -1.05 3.16 1.62 0.31
H -0.22 3.60 0.13 0.30
H -1.01 0.72 0.96 0.41
H -1.12 1.23 -0.62 0.26
H 0.33 0.90 -1.77 0.32
H 1.57 1.27 -0.57 0.45
H 2.06 -0.28 1.06 0.35
H 1.02 -1.65 1.49 0.37
H 2.24 -1.84 0.22 0.35
H -0.31 -3.40 -1.39 0.27
H -0.11 -3.07 0.35 0.29
H -1.70 -2.88 -0.43 0.28
```

## Properties
SMILES: CCC/C(C)=N/C
E_LUMO in eV: 1.053
HOMO in eV: -9.197
Frontier orbital gap in Eh: 0.3766
ΔE to the lowest compared entry with this formula, charge and spin in kJ/mol: 165.6
Energy in eV: -7921.11654

---

Here is a single C6H13N molecule from the OMol25 dataset. Energies are from ωB97M-V/def2-TZVPD.

Geometry as XYZ:
```
20
Properties=species:S:1:pos:R:3:mulliken_charge:R:1
C -1.92 0.66 -1.03 -1.09
C -0.52 0.16 -1.40 -0.88
C 0.31 -0.21 -0.17 0.42
C 0.10 -1.38 0.47 -0.26
N -0.01 -2.66 -0.12 -0.44
C 1.33 0.81 0.26 -0.59
C 1.24 1.24 1.74 -1.10
H -1.82 1.71 -0.77 0.28
H -2.32 0.08 -0.21 0.32
H -2.59 0.53 -1.88 0.34
H -0.01 0.90 -2.00 0.38
H -0.58 -0.80 -1.94 0.35
H 0.40 -1.39 1.51 0.28
H -0.51 -2.72 -1.00 0.22
H -0.25 -3.36 0.56 0.23
H 1.14 1.72 -0.31 0.28
H 2.36 0.49 0.08 0.30
H 2.00 2.02 1.92 0.37
H 0.34 1.83 1.93 0.29
H 1.31 0.38 2.39 0.29
```

## Properties
SMILES: CCC(=CN)CC
E_LUMO in eV: 1.052
HOMO in eV: -7.315
Frontier orbital gap in Eh: 0.3075
ΔE to the lowest compared entry with this formula, charge and spin in kJ/mol: 121.9
Energy in eV: -7921.56978

---

Here is a gas-phase ion, C6H13N2 (charge +1) from the OMol25 dataset. Energies are from ωB97M-V/def2-TZVPD.

Geometry as XYZ:
```
21
Properties=species:S:1:pos:R:3:mulliken_charge:R:1
C 1.34 -2.52 -1.09 -0.34
N 0.55 -1.74 -0.42 -0.40
C 1.04 -0.69 0.37 0.56
C 1.22 -1.10 1.60 -1.08
C 0.65 0.75 -0.06 -0.86
C -0.80 0.91 0.17 0.22
C -1.20 2.42 0.41 -1.50
N -1.42 0.05 -1.05 -0.30
H 0.86 -3.32 -1.47 0.35
H 2.51 -2.71 -0.92 0.23
H 1.15 -2.28 1.65 0.21
H 1.49 -0.68 2.44 0.49
H 0.95 1.12 -1.05 0.39
H 1.34 1.46 0.52 0.39
H -1.14 0.29 1.08 0.31
H -1.22 3.14 -0.42 0.35
H -2.12 2.53 0.93 0.42
H -0.59 2.79 1.16 0.45
H -0.84 0.26 -1.89 0.36
H -1.43 -1.01 -0.75 0.42
H -2.34 0.31 -1.23 0.32
```

## Properties
SMILES: C=NC(=C)C[C@@H](C)[NH3+]
E_LUMO in eV: -3.155
HOMO in eV: -12.931
Frontier orbital gap in Eh: 0.3592
ΔE to the lowest compared entry with this formula, charge and spin in kJ/mol: 352.3
Energy in eV: -9403.21644
Charge: +1

---

Here is a gas-phase ion, C6H13N2 (charge +1) from the OMol25 dataset. Energies are from ωB97M-V/def2-TZVPD.

Geometry as XYZ:
```
21
Properties=species:S:1:pos:R:3:mulliken_charge:R:1
H 0.90 1.17 3.57 0.26
N 0.94 1.07 2.54 -0.51
C -0.03 0.52 1.88 -0.29
C 0.30 0.37 0.39 0.08
C 1.45 0.81 -0.11 -0.28
C 1.95 0.77 -1.48 -1.36
N -0.57 -0.46 -0.43 0.11
C -0.75 -1.85 0.18 -0.81
C -1.92 0.05 -0.83 -0.84
H -0.98 0.09 2.19 0.36
H 2.00 1.35 0.56 0.61
H 3.01 0.92 -1.40 0.37
H 1.55 1.69 -1.98 0.30
H 1.59 -0.10 -1.83 0.49
H -0.01 -0.76 -1.27 0.40
H 0.03 -1.95 0.99 0.38
H -1.88 -1.96 0.56 0.34
H -0.56 -2.53 -0.74 0.35
H -2.52 0.56 0.05 0.32
H -1.92 0.99 -1.48 0.33
H -2.57 -0.75 -1.36 0.40
```

## Properties
SMILES: [H]/N=C/C(=C/C)[NH+](C)C
E_LUMO in eV: -3.457
HOMO in eV: -13.647
Frontier orbital gap in Eh: 0.3745
ΔE to the lowest compared entry with this formula, charge and spin in kJ/mol: 322.3
Energy in eV: -9403.52703
Charge: +1

---

Here is 2 unconnected molecules or ions with the total composition C6H13N2 from the OMol25 dataset. Energies are from ωB97M-V/def2-TZVPD.

Geometry as XYZ:
```
21
Properties=species:S:1:pos:R:3:mulliken_charge:R:1
C 0.13 -0.54 1.57 -0.77
C 2.64 -1.64 -0.96 -0.34
C -0.85 0.04 1.03 0.49
C -2.18 1.81 -0.06 -0.70
C -2.68 -0.67 -0.34 -0.93
C 2.61 0.46 -0.18 -1.02
N -1.79 0.41 0.22 0.02
N 2.01 -0.78 -0.33 -0.28
H 1.00 -0.57 0.87 0.60
H 0.12 -0.77 2.63 0.33
H 3.66 -1.38 -1.40 0.19
H 2.43 -2.61 -1.06 0.33
H -2.57 2.34 0.78 0.35
H -1.22 2.32 -0.25 0.32
H -2.91 1.83 -0.96 0.26
H -2.03 -1.50 -0.60 0.37
H -3.51 -0.78 0.36 0.36
H -3.14 -0.32 -1.20 0.36
H 3.73 0.52 -0.24 0.42
H 2.46 0.70 0.91 0.31
H 2.08 1.14 -0.79 0.31
```

## Properties
E_LUMO in eV: -3.552
HOMO in eV: -13.606
Frontier orbital gap in Eh: 0.3695
ΔE to the lowest compared entry with this formula, charge and spin in kJ/mol: 424.9
Energy in eV: -9402.46371
Charge: +1

---

Here is 2 unconnected molecules or ions with the total composition C6H13N2 from the OMol25 dataset. Energies are from ωB97M-V/def2-TZVPD.

Geometry as XYZ:
```
21
Properties=species:S:1:pos:R:3:mulliken_charge:R:1
C 2.98 -0.08 0.39 0.10
C 0.01 2.25 -0.07 -1.10
C 0.07 -1.51 0.96 -1.05
C -1.93 -0.40 0.02 -0.87
C 0.25 -0.56 -1.28 -0.78
C 0.06 0.85 0.62 -0.16
N 3.54 -0.32 -0.56 -0.21
N -0.42 -0.41 0.06 0.41
H 0.02 3.00 0.69 0.37
H 0.93 2.36 -0.78 0.31
H -0.86 2.53 -0.73 0.34
H 0.06 -2.56 0.58 0.36
H 1.10 -1.36 1.36 0.37
H -0.62 -1.56 1.78 0.42
H -2.20 -1.26 -0.65 0.40
H -2.42 -0.49 1.04 0.34
H -2.15 0.55 -0.47 0.38
H 0.94 0.22 -1.34 0.31
H 0.90 -1.50 -1.35 0.32
H -0.51 -0.51 -2.04 0.35
H 0.26 0.75 1.78 0.38
```

## Properties
E_LUMO (spin up / spin down) in eV: -5.323 / -7.632
HOMO (spin up / spin down) in eV: -16.158 / -13.600
Frontier orbital gap (spin up / spin down) in Eh: 0.3982 / 0.2193
ΔE to the lowest compared entry with this formula, charge and spin in kJ/mol: 711.4
Energy in eV: -9399.49481
Charge: +1